No. 1
{
  "formula": "C46H113N7O",
  "method": "ωB97M-V/def2-TZVPD",
  "lumo_energy_ev": 0.56,
  "homo_lumo_gap_ev": 8.638,
  "max_force_ha_per_bohr": 0.066,
  "total_energy_ha": -2278.69529,
  "relative_energy_kj_mol": 446.5,
  "spin_multiplicity": 1,
  "symbols": ["C", "C", "N", "C", "C", "C", "C", "H", "H", "H", "H", "H", "H", "H", "H", "H", "H", "H", "H", "H", "H", "H", "C", "C", "N", "C", "C", "C", "C", "H", "H", "H", "H", "H", "H", "H", "H", "H", "H", "H", "H", "H", "H", "H", "C", "C", "N", "C", "C", "C", "C", "H", "H", "H", "H", "H", "H", "H", "H", "H", "H", "H", "H", "H", "H", "H", "C", "C", "N", "C", "C", "C", "C", "H", "H", "H", "H", "H", "H", "H", "H", "H", "H", "H", "H", "H", "H", "H", "C", "C", "N", "C", "C", "C", "C", "H", "H", "H", "H", "H", "H", "H", "H", "H", "H", "H", "H", "H", "H", "H", "C", "C", "N", "C", "C", "C", "C", "H", "H", "H", "H", "H", "H", "H", "H", "H", "H", "H", "H", "H", "H", "H", "C", "C", "N", "C", "C", "C", "C", "H", "H", "H", "H", "H", "H", "H", "H", "H", "H", "H", "H", "H", "H", "H", "C", "C", "C", "O", "C", "H", "H", "H", "H", "H", "H", "H", "H"],
  "positions_angstrom": [[-4.1616, 2.2485, 0.7056], [-4.8187, 2.9740, -0.4618], [-3.9687, 3.2224, -1.6593], [-3.1892, 4.4046, -1.3140], [-3.9650, 5.8430, -1.4756], [-3.1847, 2.1495, -2.1750], [-4.0959, 0.9869, -2.7374], [-3.0989, 2.3983, 0.8064], [-4.1741, 1.1322, 0.5648], [-4.6897, 2.4382, 1.7133], [-5.5714, 2.3602, -0.8135], [-5.2476, 3.8897, -0.1570], [-2.8484, 4.3624, -0.2770], [-2.3602, 4.4699, -1.9647], [-4.2981, 6.0647, -2.4588], [-4.8809, 5.8138, -0.8965], [-3.1896, 6.5111, -1.0636], [-2.4157, 1.7129, -1.4276], [-2.6177, 2.5492, -3.0397], [-3.5496, 0.2404, -3.3020], [-4.8020, 1.4984, -3.4443], [-4.6097, 0.3846, -2.0032], [3.2313, 1.8967, -1.2286], [3.5989, 1.7085, 0.2712], [4.9253, 1.2832, 0.6545], [4.8589, 0.6778, 2.0321], [6.1889, -0.0877, 2.4153], [6.0746, 2.1819, 0.3870], [6.1553, 3.4666, 1.2120], [2.1206, 2.1695, -1.2629], [3.4414, 0.9234, -1.6847], [3.7940, 2.6861, -1.7454], [3.4271, 2.6714, 0.7924], [2.8594, 1.0442, 0.7894], [4.6592, 1.4827, 2.7599], [4.0795, -0.0928, 1.9615], [7.0365, 0.5562, 2.4192], [6.1039, -0.4410, 3.4420], [6.2891, -0.9139, 1.6611], [6.1109, 2.4038, -0.7239], [6.9807, 1.5544, 0.5433], [6.1568, 3.3260, 2.3094], [5.3373, 4.1344, 0.9658], [7.0857, 3.9466, 0.9715], [6.4807, -1.0593, -2.9315], [5.4021, -2.1396, -2.8251], [5.7060, -3.1484, -1.8526], [5.5803, -2.7856, -0.4610], [4.0943, -2.5340, 0.0388], [4.9459, -4.3657, -2.1603], [5.3006, -5.4991, -1.2189], [6.0925, -0.1953, -3.4863], [7.3326, -1.4700, -3.4642], [6.8584, -0.6631, -1.9697], [4.4670, -1.6406, -2.5449], [5.2204, -2.5736, -3.8280], [5.8822, -3.5459, 0.2627], [6.2227, -1.9036, -0.4166], [3.4723, -3.4283, -0.0289], [4.0096, -2.1747, 1.0807], [3.5253, -1.8210, -0.6270], [5.2623, -4.6916, -3.1311], [3.8584, -4.2169, -2.1678], [5.0167, -6.4804, -1.6388], [4.8075, -5.3962, -0.2291], [6.4117, -5.4660, -1.0831], [-2.3751, 7.2858, 2.7200], [-1.1612, 7.5612, 1.7510], [-0.0024, 6.7116, 1.9398], [1.1861, 7.4077, 1.6355], [1.7924, 8.2988, 2.7020], [-0.1298, 5.4697, 1.1620], [0.6420, 4.3356, 1.8316], [-2.5098, 6.2527, 2.9289], [-3.3067, 7.6178, 2.2347], [-2.2858, 7.7600, 3.6761], [-1.4947, 7.5427, 0.7097], [-0.7909, 8.5819, 1.9267], [1.9653, 6.6941, 1.4156], [1.0932, 8.0407, 0.7298], [2.5335, 7.7557, 3.2386], [2.1909, 9.1968, 2.2651], [1.1075, 8.6046, 3.4993], [0.2571, 5.7635, 0.1573], [-1.1390, 5.1276, 1.0723], [0.3061, 3.5007, 1.2264], [0.4179, 4.3111, 2.8812], [1.7188, 4.3541, 1.6358], [-8.3100, -3.5915, -0.0912], [-6.8239, -3.3435, 0.3447], [-6.6931, -2.0949, 1.0503], [-7.0397, -0.8463, 0.4625], [-7.3072, 0.3930, 1.4398], [-5.4591, -2.0795, 1.8207], [-5.7532, -2.5791, 3.2587], [-8.9120, -3.7410, 0.7849], [-8.4319, -4.4543, -0.7133], [-8.7241, -2.7143, -0.6327], [-6.4996, -4.1126, 1.0032], [-6.3089, -3.3742, -0.6339], [-6.3549, -0.4832, -0.3846], [-7.9659, -0.9328, -0.1195], [-7.5644, 1.1877, 0.7861], [-8.2141, 0.0502, 1.8948], [-6.5010, 0.6413, 2.0934], [-5.0664, -1.1040, 1.7857], [-4.6368, -2.6729, 1.4248], [-6.4375, -1.9011, 3.7253], [-4.7831, -2.6436, 3.8185], [-6.2497, -3.5808, 3.2478], [1.9563, -2.2084, 3.4295], [0.6188, -1.5571, 3.4002], [-0.0020, -1.4745, 4.6733], [-1.4610, -1.6517, 4.6521], [-1.8840, -2.0202, 6.0277], [0.5142, -0.4345, 5.5548], [-0.1377, 1.0254, 5.3973], [1.9340, -3.1151, 3.9414], [2.7207, -1.6374, 3.8620], [2.2139, -2.4579, 2.3942], [0.7597, -0.6465, 2.8226], [0.0699, -2.2301, 2.7423], [-1.9720, -0.7959, 4.1483], [-1.8158, -2.5073, 4.0198], [-2.0196, -1.2018, 6.7318], [-2.8231, -2.5965, 6.0565], [-1.1806, -2.7775, 6.3619], [1.5942, -0.3439, 5.5482], [0.1913, -0.7307, 6.5871], [-0.2429, 1.2507, 4.3246], [0.4049, 1.7673, 5.9856], [-1.1249, 1.0071, 5.8548], [0.8667, -4.3750, -8.6372], [1.6615, -4.8219, -7.4396], [0.8828, -4.7398, -6.1895], [0.7390, -3.3317, -5.7276], [2.0806, -2.6362, -5.4800], [1.3132, -5.6603, -5.1276], [0.1344, -5.9618, -4.2111], [0.3867, -3.4564, -8.3203], [0.0793, -5.0259, -8.8577], [1.4066, -4.1375, -9.5668], [1.8467, -5.9111, -7.4880], [2.6706, -4.3688, -7.3324], [0.0478, -2.7936, -6.3857], [0.1345, -3.3894, -4.7971], [1.8712, -1.7482, -4.9249], [2.7986, -3.3262, -4.9916], [2.3918, -2.3056, -6.4624], [2.2382, -5.3544, -4.6571], [1.5734, -6.5850, -5.5880], [0.3848, -6.5906, -3.3381], [-0.6018, -6.5787, -4.8141], [-0.4937, -5.1138, -3.8840], [-1.9923, -0.9841, 0.5118], [-0.6358, -0.3590, 0.3203], [0.0240, -1.4307, -0.6198], [-0.3899, -2.6581, -0.0894], [-1.6641, -2.4648, 0.5446], [-2.7567, -0.6060, -0.1722], [-2.3225, -0.7412, 1.4968], [-0.0102, -0.4272, 1.2401], [-0.5159, 0.6302, -0.1533], [1.1400, -1.4716, -0.5041], [-0.2743, -1.2874, -1.6547], [-1.6167, -2.7875, 1.5426], [-2.4189, -3.0951, 0.1586]],
  "atomic_forces_ev_per_a": [[-0.6, -1.4, 1.4], [1.8, -1.0, -0.7], [-0.5, 1.7, 1.5], [-1.8, 1.7, -0.6], [1.5, -2.5, 1.5], [0.5, -2.1, -0.1], [0.2, 1.5, -0.6], [0.4, 0.7, 0.2], [-0.4, 0.9, 0.0], [0.9, -0.1, -1.6], [-2.0, -1.2, -0.5], [-0.4, 1.0, 0.2], [0.2, 0.0, 0.1], [1.2, 0.0, -0.6], [0.3, 0.2, -1.1], [0.1, 0.3, 0.5], [-0.8, 0.4, -0.3], [-0.9, 0.6, -0.9], [-0.1, -0.2, 0.5], [0.5, 0.1, -0.3], [0.3, -0.7, 0.7], [-0.4, 0.3, 0.5], [-0.6, -0.4, 1.0], [-0.7, 1.5, 0.8], [0.5, -1.4, 0.1], [1.8, 0.1, -1.1], [-1.9, -0.1, -0.9], [-0.2, -1.0, -0.5], [-0.2, -0.4, 0.3], [1.5, -0.5, -0.2], [-0.3, 0.2, -0.4], [-0.1, -0.2, 0.3], [-0.4, 0.2, -0.2], [0.6, 0.2, -0.8], [-0.3, -0.4, 0.1], [0.0, 0.5, 0.4], [0.7, 0.5, -0.3], [-0.1, -0.4, -0.1], [0.2, 0.6, 1.0], [-0.3, -0.1, 1.2], [-0.5, 0.5, 0.0], [-0.1, -0.2, -0.5], [-0.1, 0.2, 0.0], [0.4, 0.5, -0.1], [0.1, 0.2, 0.0], [-0.2, 1.4, 0.2], [-0.3, -2.4, -0.2], [-1.5, 1.1, 0.5], [-0.4, 1.1, -1.1], [0.4, -0.2, 0.5], [0.5, -0.3, 0.6], [0.1, -0.2, 0.0], [0.2, 0.1, -0.1], [-0.4, -0.3, -0.3], [-0.3, 0.1, -0.2], [0.3, 0.0, 0.6], [0.9, -0.1, -0.6], [-0.3, 0.1, 0.9], [0.3, -0.3, 0.1], [0.4, -0.1, -0.5], [0.7, -0.3, 0.8], [0.0, 0.0, -0.8], [-0.1, 0.2, -0.1], [0.1, 0.5, 0.2], [0.4, -0.1, -0.5], [-0.9, -0.3, 0.0], [0.4, 0.6, -1.7], [-0.5, 0.7, 1.3], [-1.8, -0.8, 0.7], [1.3, 0.8, -0.8], [-1.0, 0.2, 0.9], [1.8, 1.2, 0.4], [0.3, 0.3, -2.0], [0.1, -1.1, 0.0], [0.3, 0.1, 0.2], [0.3, 0.5, 0.4], [-0.1, -0.1, -0.2], [-0.4, -0.1, 0.0], [0.1, -0.4, -0.3], [-0.2, -0.3, -0.1], [0.9, -0.3, 0.3], [0.4, 0.3, -0.1], [-0.4, 0.0, -0.3], [-0.3, -0.9, 0.1], [-0.8, 0.3, 0.0], [-0.1, -0.9, 0.6], [-0.2, -0.4, 0.4], [0.0, 0.4, 0.4], [0.6, 1.0, 0.5], [-2.4, 0.9, -2.2], [0.7, -0.2, 0.8], [0.2, 1.9, -1.7], [-0.2, -2.9, -1.7], [-0.8, -1.1, 1.0], [1.2, -0.6, -0.5], [-0.4, 0.0, 0.5], [0.2, -0.5, -0.5], [0.4, -0.6, 0.3], [0.4, -0.8, 0.3], [0.7, 0.0, 0.4], [0.0, -0.5, 1.0], [0.0, -0.3, 0.4], [0.0, 1.0, -0.4], [-0.4, 0.3, 1.1], [0.4, 0.1, 0.5], [0.4, 1.5, 0.5], [-0.1, -0.5, -0.6], [-0.3, 0.4, 0.5], [-0.9, 0.0, -0.2], [0.5, 0.7, -0.1], [0.2, -0.1, -1.5], [0.3, -0.7, -1.0], [-0.3, 0.0, -0.2], [0.0, 0.2, -1.1], [-1.5, -0.8, 0.9], [-2.1, 1.1, 1.4], [0.3, -1.6, -0.2], [-0.2, -1.7, 1.0], [1.2, 1.1, 0.5], [0.3, 0.2, 0.1], [-0.3, 0.7, 0.3], [-0.6, 0.2, 0.1], [0.0, -0.1, 0.8], [1.2, 0.4, 0.2], [0.3, 0.0, 0.1], [-0.1, 0.5, -0.3], [0.4, 0.3, 0.4], [0.1, -0.4, -0.3], [0.7, 0.1, -0.7], [0.2, 0.4, 0.4], [0.3, 0.0, -0.5], [-0.3, -0.1, -0.2], [0.8, 1.8, 0.2], [0.7, -1.9, 1.0], [-0.1, 1.1, -0.4], [-0.7, -1.4, 1.2], [-0.9, -0.6, -0.7], [-0.9, 0.8, -0.4], [-1.4, -1.1, -0.2], [-0.2, 0.4, -0.3], [-1.1, -1.3, -0.3], [0.2, -0.3, 0.5], [0.2, 0.4, -0.5], [-0.5, 0.1, -0.3], [0.5, 0.1, -0.2], [0.5, 0.1, -0.3], [0.3, 0.6, 0.7], [-0.3, 0.7, -0.3], [0.8, 0.0, -0.1], [0.2, 0.4, 0.7], [0.2, -0.8, -0.6], [0.1, 0.5, -0.3], [0.8, 0.6, 0.6], [0.8, -0.1, 0.0], [-0.1, 0.6, 0.5], [2.2, -0.7, -1.1], [1.3, 0.8, 1.2], [-1.0, -0.6, 0.2], [0.3, 0.4, -0.9], [0.2, -0.5, -0.3], [-0.6, 0.4, 0.8], [-0.8, 0.5, -0.7], [-0.5, -0.2, 0.4], [-0.8, 0.5, -0.5], [0.0, -0.1, -0.3], [0.6, -0.4, 1.6], [-0.8, -0.6, -1.2]]
}

---

No. 2
{
  "formula": "C2H3NO4",
  "method": "ωB97M-V/def2-TZVPD",
  "lumo_energy_ev": -1.09,
  "homo_lumo_gap_ev": 9.756,
  "max_force_ha_per_bohr": 0.164,
  "total_energy_ha": -433.57692,
  "relative_energy_kj_mol": 490.0,
  "spin_multiplicity": 1,
  "symbols": ["C", "C", "H", "H", "H", "N", "O", "O", "O", "O"],
  "positions_angstrom": [[-1.2268, 0.0933, -0.2241], [0.0209, -0.5654, 0.2630], [-0.3095, 1.7614, -0.0251], [0.0256, -1.5908, 0.0706], [-0.1961, -0.6327, 1.4382], [1.3095, -0.0416, -0.2234], [-1.2359, 1.2918, -0.5063], [-2.2279, -0.6872, -0.2511], [2.1365, -0.7467, -0.6648], [1.7037, 1.1179, 0.1229]],
  "atomic_forces_ev_per_a": [[-3.6, -7.6, 0.7], [-0.9, 0.0, 2.6], [-3.1, -1.6, -2.2], [-0.1, -1.5, -1.1], [1.5, 1.0, -2.2], [2.5, 3.5, 3.5], [3.5, 6.6, 1.1], [2.9, 2.9, -0.2], [0.3, -2.9, -1.9], [-3.0, -0.4, -0.5]]
}

---

No. 3
{
  "formula": "CH10N3O3Pd",
  "method": "ωB97M-V/def2-TZVPD",
  "lumo_energy_ev": [-3.67, -7.31],
  "homo_lumo_gap_ev": [7.559, 7.286],
  "max_force_ha_per_bohr": 0.085,
  "total_energy_ha": -561.38047,
  "charge": 1,
  "spin_multiplicity": 5,
  "symbols": ["C", "Pd", "N", "N", "H", "H", "H", "H", "H", "H", "H", "H", "H", "H", "O", "N", "O", "O"],
  "positions_angstrom": [[1.8060, 1.5050, 0.1285], [-0.6861, 0.0439, -0.2940], [-1.7545, -1.8516, -0.2358], [-0.1987, 0.2437, -2.2440], [-2.7281, -1.6786, 0.0260], [1.7203, 0.4217, 0.2679], [2.2388, 1.9166, 1.0443], [0.8133, 1.9687, -0.0383], [2.4595, 1.6854, -0.7324], [-1.0162, 0.4241, -2.8336], [0.2366, -0.6289, -2.5495], [0.4759, 1.0003, -2.3593], [-1.7115, -2.3839, -1.1037], [-1.3213, -2.3612, 0.5376], [0.5615, 1.0182, 2.5166], [-0.0336, -0.0594, 2.6347], [0.1123, -0.8742, 3.5464], [-0.9741, -0.3898, 1.6885]],
  "atomic_forces_ev_per_a": [[0.0, 0.0, -0.2], [-0.4, 0.0, 3.1], [-0.5, -0.4, -0.3], [0.3, 0.0, -1.4], [0.3, -0.2, -0.2], [0.1, 0.0, 0.0], [-0.1, 0.0, -0.3], [0.4, 0.0, 0.1], [-0.2, 0.1, 0.2], [0.4, 0.0, 0.0], [-0.1, 0.3, -0.2], [-0.1, -0.2, -0.2], [-0.2, -0.1, 0.4], [-0.2, 0.0, -0.4], [1.8, 3.4, 0.4], [-2.3, -0.7, -3.3], [0.8, -2.4, 3.5], [0.0, 0.2, -1.2]]
}

---

No. 4
{
  "formula": "C4HF5N2O",
  "method": "ωB97M-V/def2-TZVPD",
  "lumo_energy_ev": -1.02,
  "homo_lumo_gap_ev": 9.366,
  "max_force_ha_per_bohr": 0.085,
  "total_energy_ha": -836.85205,
  "relative_energy_kj_mol": 0.0,
  "spin_multiplicity": 1,
  "symbols": ["C", "C", "C", "C", "N", "N", "O", "F", "F", "F", "F", "F", "H"],
  "positions_angstrom": [[1.1911, -0.5681, -0.3089], [2.2069, 0.3606, 0.1325], [-1.2079, 0.9341, -0.3568], [0.1067, -0.9853, 0.4275], [-0.5033, 1.8110, -0.5829], [-2.2064, 0.2541, 0.1815], [2.0606, 1.2624, 0.9108], [1.2466, -0.9701, -1.5512], [3.4059, 0.1247, -0.4600], [0.0558, -0.6876, 1.7243], [-2.6385, -0.8931, -0.5237], [-3.2122, 1.1271, 0.3097], [-0.5052, -1.7700, 0.0971]],
  "atomic_forces_ev_per_a": [[-2.6, -1.4, 1.9], [0.8, 2.1, 1.2], [0.6, 1.5, -1.5], [4.4, 0.6, 0.1], [0.3, 0.4, -0.4], [-0.5, -2.3, 1.9], [0.3, -1.5, -1.0], [0.3, -0.4, -1.3], [-0.6, 0.0, 0.2], [-0.4, 0.1, -0.2], [0.1, 1.6, -0.1], [-1.5, 0.0, -0.3], [-1.0, -0.7, -0.4]]
}

---

No. 5
{
  "formula": "C22H37ClP2Sr",
  "method": "ωB97M-V/def2-TZVPD",
  "lumo_energy_ev": -0.12,
  "homo_lumo_gap_ev": 5.404,
  "max_force_ha_per_bohr": 0.036,
  "total_energy_ha": -2033.94530,
  "relative_energy_kj_mol": 0.0,
  "spin_multiplicity": 1,
  "symbols": ["P", "P", "C", "C", "H", "H", "H", "H", "C", "H", "H", "H", "C", "H", "H", "H", "C", "H", "H", "H", "C", "H", "H", "H", "Sr", "C", "C", "C", "C", "C", "C", "C", "C", "C", "H", "H", "H", "H", "H", "H", "H", "H", "H", "H", "H", "H", "H", "H", "H", "Cl", "C", "C", "C", "C", "C", "C", "C", "H", "H", "H", "H", "H", "H"],
  "positions_angstrom": [[-0.8403, 0.8865, -2.0365], [0.4900, -2.0364, -1.3946], [-0.3666, -0.2652, -3.3964], [-0.3656, -1.7539, -3.0183], [0.6365, 0.0490, -3.7021], [-1.0187, -0.0690, -4.2513], [-1.3973, -2.1118, -2.9058], [0.0703, -2.3761, -3.8101], [2.2695, -2.2379, -1.7814], [2.8164, -2.5005, -0.8616], [2.6805, -1.2758, -2.1230], [2.5002, -3.0009, -2.5406], [-0.0328, -3.6606, -0.7360], [0.0874, -4.4994, -1.4390], [-1.0940, -3.6059, -0.4416], [0.5364, -3.8971, 0.1788], [-0.3397, 2.5595, -2.5985], [-0.7356, 3.3116, -1.8993], [-0.6947, 2.8012, -3.6130], [0.7591, 2.6236, -2.5919], [-2.6702, 0.9709, -2.1418], [-3.0930, 0.0106, -1.8182], [-3.0209, 1.1818, -3.1613], [-3.0536, 1.7582, -1.4762], [0.0104, -0.1304, 0.7597], [-0.6013, -3.5970, -6.4918], [0.6687, -3.1971, -6.4405], [1.3743, -2.2862, -7.4077], [0.4740, -1.3787, -8.2712], [-0.4090, -0.4571, -7.4716], [-1.6195, -0.6879, -6.9697], [-2.4413, -1.9394, -7.1179], [-1.6681, -3.2226, -7.4863], [-0.5302, 2.1715, 1.2905], [-0.9629, -4.3325, -5.7596], [1.3361, -3.6294, -5.6824], [2.0120, -2.8801, -8.0851], [2.0627, -1.6422, -6.8367], [1.1570, -0.7227, -8.8347], [-0.0657, -1.9712, -9.0189], [0.0413, 0.5394, -7.3535], [-2.1564, 0.1315, -6.4701], [-3.2266, -1.7837, -7.8780], [-2.9743, -2.1192, -6.1700], [-2.4057, -4.0408, -7.4541], [-1.3117, -3.1740, -8.5217], [-0.9815, 1.8327, 2.2621], [-1.1974, 2.8503, 0.7464], [0.4736, 2.6190, 1.4626], [-0.2374, -2.7645, 4.3279], [0.3997, -1.1934, 4.5966], [0.1269, -0.5069, 5.7669], [0.5688, 0.8201, 5.9297], [1.2439, 1.4524, 4.8927], [1.5420, 0.7851, 3.7149], [1.2455, -0.6181, 3.5736], [1.6766, -1.3801, 2.4605], [-0.3989, -1.0224, 6.5664], [0.3846, 1.3252, 6.8672], [1.5630, 2.4807, 5.0121], [2.0318, 1.3022, 2.8821], [2.5019, -1.0353, 1.8395], [1.1640, -2.3106, 2.1802]],
  "atomic_forces_ev_per_a": [[0.0, 0.2, 0.7], [0.2, -0.2, -0.1], [0.0, 0.4, -0.4], [-0.1, -0.3, 0.2], [0.0, -0.1, 0.0], [0.1, -0.2, -0.1], [0.1, 0.1, 0.1], [0.0, 0.2, 0.1], [0.4, -0.1, -0.2], [-0.3, 0.1, -0.2], [-0.2, -0.3, 0.0], [-0.2, 0.2, 0.2], [-0.2, -0.6, -0.2], [0.0, 0.2, 0.2], [0.3, 0.0, -0.2], [-0.1, 0.2, -0.4], [0.1, 0.0, -0.4], [0.2, -0.4, -0.1], [0.1, -0.1, 0.3], [-0.3, 0.0, 0.0], [-0.2, 0.0, -0.2], [0.0, 0.2, -0.1], [0.1, -0.1, 0.2], [0.2, -0.3, -0.1], [-0.1, -0.1, 1.0], [0.1, -0.3, 0.2], [0.1, -0.4, -0.2], [0.0, 0.3, -0.1], [0.5, 0.1, -0.3], [0.1, 0.4, 0.0], [-0.3, 0.2, -0.3], [0.0, -0.2, 0.1], [-0.6, -0.2, -0.1], [-0.1, 0.2, 0.1], [0.4, 0.4, 0.0], [-0.4, 0.1, -0.1], [-0.1, 0.1, 0.3], [-0.1, -0.2, -0.1], [-0.2, -0.3, 0.0], [0.2, 0.3, 0.3], [-0.4, -0.3, 0.2], [0.4, -0.2, -0.1], [0.2, 0.1, 0.2], [0.1, 0.1, -0.2], [0.2, 0.2, -0.2], [-0.1, -0.1, 0.4], [0.3, 0.7, -0.4], [0.1, 0.1, 0.4], [-0.7, 0.1, 0.2], [-0.3, -0.7, 0.1], [0.8, 1.6, -0.2], [0.2, 0.3, -0.2], [-0.1, -0.6, 0.1], [0.1, -0.1, -0.2], [0.0, -0.8, 0.3], [-0.4, 0.0, -0.1], [-0.5, -0.1, -0.7], [-0.1, 0.2, -0.1], [0.0, 0.1, 0.0], [-0.1, 0.1, 0.0], [0.0, -0.2, 0.4], [0.0, -0.1, 0.1], [0.7, 0.1, 0.4]]
}